# C21H39F6IrN5O5P2

A structure of composition C21H39F6IrN5O5P2 (ωB97M-V/def2-TZVPD, the OMol25 dataset).

Element x y z (Å)
Ir -0.162 0.591 0.677
P 0.727 4.025 0.098
P 1.167 0.177 3.720
F 1.119 2.504 -0.547
F -0.627 3.985 -0.740
F -0.051 3.213 1.317
F 2.087 3.926 0.953
F 1.507 4.706 -1.108
F 0.355 5.417 0.769
O -1.057 1.527 -3.040
O 1.675 -0.133 -0.847
O 0.294 -3.102 0.744
O -1.259 -1.463 0.916
O -1.415 0.732 -0.948
N 0.000 -0.569 4.608
N -0.506 -1.814 -2.052
N 0.851 0.388 2.172
N 1.386 1.614 4.467
N 2.457 -0.838 3.772
C 3.336 -1.051 2.609
C 4.649 -2.693 3.973
C -0.166 -2.033 4.350
C 1.684 -0.633 -2.186
C -1.281 0.170 4.799
C 1.456 4.277 5.571
C 0.704 3.141 6.261
C -1.195 -0.852 -2.806
C 3.127 -1.021 5.064
C -2.410 -0.441 3.982
C -1.186 0.682 -2.206
C -1.430 -2.519 5.039
C 3.912 -2.459 2.655
C -0.635 -2.410 0.362
C 1.521 4.036 4.065
C 3.722 -2.420 5.156
C 0.942 -1.949 -2.219
C -1.149 -2.688 -1.131
C 1.344 1.802 5.925
C 2.135 2.677 3.764
C -2.674 -1.899 4.393
H 0.981 5.236 5.785
H -2.949 -2.475 3.507
H 5.038 -3.711 4.023
H 3.181 2.657 4.101
H -1.536 0.162 5.863
H 2.405 -0.858 5.865
H 0.517 4.060 3.635
H -0.228 -2.238 3.277
H -0.336 3.131 5.920
H -2.253 -1.099 -2.868
H -0.751 -0.738 -3.792
H -1.130 1.210 4.515
H 1.133 -2.430 -3.183
H -1.468 -3.608 4.983
H 1.981 0.790 -0.863
H 1.306 -2.600 -1.424
H 5.510 -2.017 4.028
H 2.369 1.785 6.321
H -1.378 -2.257 6.100
H 3.926 -0.273 5.178
H 4.157 -0.319 2.630
H 2.475 4.326 5.976
H 1.250 0.097 -2.872
H -0.853 -3.716 -1.349
H 2.765 -0.894 1.699
H -3.306 0.169 4.108
H 2.908 -3.151 5.155
H 4.585 -2.603 1.806
H 0.804 0.979 6.383
H 4.258 -2.522 6.102
H -2.225 -2.556 -1.178
H 0.699 3.275 7.346
H 2.711 -0.826 -2.500
H 2.114 2.488 2.693
H 3.089 -3.173 2.554
H -2.138 -0.401 2.926
H 0.709 -2.551 4.735
H 2.102 4.811 3.564
H -3.515 -1.956 5.087

- energy above the lowest of the compared OMol25 structures with the same formula, charge and spin (kcal/mol) = 9.9
- Kohn-Sham gap (spin up / spin down) (eV) = 8.59 / 5.89
- <S²> = 8.77
- calculated total energy (eV) = -77823.629
- HOMO level (spin up / spin down) (eV) = -8.34 / -9.02
- molar mass (g/mol) = 809.73
- 2S+1 = 6

=====

# C21H39FN3O12P

A cluster of 5 separate species, C21H39FN3O12P in total (ωB97M-V/def2-TZVPD, the OMol25 dataset).

Element x y z (Å)
P -1.380 -2.649 -0.163
F -0.092 -0.463 1.100
O -0.237 7.896 -1.684
O 0.118 -3.186 -0.102
O 4.184 -8.291 5.197
O -1.786 -2.002 1.234
O -3.266 2.010 -4.249
O -0.926 7.994 -3.811
O 3.727 -6.101 5.117
O -2.062 4.008 0.160
O -2.560 1.960 0.905
O -1.245 -1.437 -1.190
O -1.685 3.562 -3.991
O -2.363 -3.657 -0.557
N 1.989 -2.696 1.952
N 2.223 -4.999 2.368
N 2.676 -4.277 0.196
C 1.847 -4.023 1.383
C -2.246 2.774 -4.697
C -1.961 2.662 0.139
C 5.161 -9.180 4.629
C -0.877 -1.181 1.973
C -1.646 -0.248 2.861
C -1.379 9.744 -0.772
C -3.209 1.694 -6.580
C 0.400 -4.191 0.901
C 5.491 -7.022 3.711
C -1.044 2.231 -0.985
C -0.301 3.520 -1.327
C 5.623 -8.500 3.345
C 4.368 -7.031 4.731
C -1.324 4.577 -0.946
C -2.549 -0.993 3.839
C -1.021 8.375 -2.684
C -1.998 9.392 -2.123
C -3.680 1.079 -5.266
C -0.644 8.456 -0.422
C -1.946 2.436 -6.144
H -3.207 0.117 -5.062
H -2.082 10.244 -2.791
H 0.241 8.621 0.187
H -1.759 3.341 -6.714
H -2.971 8.910 -2.018
H -3.018 -0.273 4.508
H -0.392 1.429 -0.652
H -0.305 -4.150 1.730
H -3.342 -1.543 3.340
H -3.949 2.410 -6.938
H 5.226 -6.391 2.867
H -1.291 7.735 0.083
H 1.991 -5.922 2.025
H 2.091 -1.979 1.254
H 5.973 -9.304 5.349
H -1.975 -1.675 4.469
H 0.015 3.591 -2.361
H -4.758 0.958 -5.209
H -0.662 10.556 -0.897
H -2.098 10.044 -0.013
H -2.021 4.781 -1.758
H 4.694 -10.147 4.457
H 2.726 -2.660 2.641
H 6.623 -8.799 3.039
H 1.771 -4.838 3.258
H -0.239 -1.835 2.565
H 3.624 -4.462 0.500
H 2.678 -3.465 -0.405
H -2.229 0.464 2.271
H 4.936 -8.740 2.533
H -0.868 5.510 -0.625
H -1.062 1.797 -6.171
H -0.918 0.322 3.441
H -1.663 1.884 -1.814
H 0.339 -5.158 0.406
H 0.583 3.616 -0.692
H -0.420 -1.555 -1.676
H -3.049 0.956 -7.363
H 6.389 -6.634 4.193

- Kohn-Sham gap (eV) = 9.69
- calculated total energy (eV) = -63460.935
- HOMO level (eV) = -9.18
- molar mass (g/mol) = 575.52
- structure (SMILES) = CC[C@H](F)O[P@@](=O)(O)OCC(N)(N)N.O=C1CCCO1.O=C1CCCO1.O=C1CCCO1.O=C1CCCO1

=====

# C21H39FNO12S2

A structure of composition C21H39FNO12S2 (ωB97M-V/def2-TZVPD, the OMol25 dataset).

Element x y z (Å)
S -3.581 0.833 -2.055
S -6.012 0.145 -1.054
F -6.683 0.324 0.376
O -6.021 -1.268 -1.256
O 4.273 1.027 -1.620
O 3.874 -2.738 0.257
O -13.478 -0.229 -0.733
O 7.094 1.476 2.922
O 7.258 1.982 5.052
O 3.172 1.913 0.054
O -11.298 -0.128 -0.970
O -3.865 1.914 -2.973
O 2.635 -3.871 -1.148
O -6.835 0.924 -1.937
O -3.345 -0.448 -2.674
N -4.602 0.801 -0.804
C -2.081 1.289 -1.180
C 4.353 -5.062 0.162
C 0.051 -0.760 -1.075
C 5.893 3.124 6.723
C 4.122 1.267 -0.300
C 6.948 2.303 3.779
C 2.366 -5.024 -1.945
C 1.483 -6.019 -1.221
C -0.225 -1.710 -0.394
C 5.424 -1.068 -2.099
C 0.339 0.539 -1.691
C -12.517 0.402 -1.097
C 5.449 0.443 -2.178
C 5.096 0.669 0.683
C -12.663 1.811 -1.630
C 6.346 3.656 3.476
C -10.115 0.480 -1.533
C 3.627 -3.801 -0.246
C -9.523 1.530 -0.625
C -0.912 1.291 -2.169
C 7.268 2.936 6.115
H 6.347 0.862 -1.721
H 5.410 -1.415 -1.068
H 5.501 2.166 7.066
H -1.244 0.949 -3.147
H 4.524 -1.452 -2.581
H 7.947 2.520 6.858
H 5.450 0.764 -3.220
H 1.968 -6.412 -0.326
H 6.095 0.512 0.285
H -8.606 1.916 -1.060
H 3.294 -5.475 -2.300
H -0.512 -2.609 0.095
H 7.705 3.880 5.784
H 6.642 4.443 4.166
H -1.977 0.559 -0.378
H 6.662 3.951 2.479
H 0.974 0.351 -2.564
H -12.693 2.499 -0.786
H -9.294 1.099 0.349
H -13.606 1.872 -2.169
H 5.185 3.527 5.999
H 0.557 -5.537 -0.909
H -9.406 -0.335 -1.659
H -2.270 2.258 -0.723
H 0.955 1.135 -1.017
H 1.238 -6.856 -1.875
H 6.299 -1.492 -2.597
H 5.189 1.344 1.523
H 5.379 -4.798 0.405
H -10.212 2.362 -0.456
H 3.873 -5.467 1.051
H 5.260 3.562 3.485
H 5.943 3.807 7.571
H 4.696 -0.284 1.031
H 1.845 -4.641 -2.821
H -11.870 2.115 -2.307
H -10.327 0.866 -2.531
H -0.615 2.332 -2.317
H 4.380 -5.829 -0.609

- Kohn-Sham gap (eV) = 7.43
- calculated total energy (eV) = -72857.558
- HOMO level (eV) = -5.63
- molar mass (g/mol) = 580.67
- total charge = -1